a:
This record from the OMol25 dataset describes a 2-piece molecular cluster, C15H18O overall. The level of theory is ωB97M-V with the def2-TZVPD basis set.

```
34
Properties=species:S:1:pos:R:3:mulliken_charge:R:1
C 3.041 0.789 -1.528 -0.564
C 3.707 0.617 -2.910 -1.307
C 1.835 -0.068 -1.438 0.572
C 0.599 0.514 -1.026 -0.447
C 1.851 -1.469 -1.645 -0.471
C -0.577 -0.159 -1.074 -0.473
C 0.726 -2.225 -1.543 -0.709
C -0.518 -1.561 -1.358 0.793
O -1.629 -2.217 -1.167 -0.375
H 3.726 0.601 -0.697 0.421
H 2.753 1.828 -1.405 0.337
H 4.023 1.585 -3.251 0.394
H 0.590 1.514 -0.612 0.421
H 2.781 -1.882 -1.971 0.454
H -1.519 0.332 -0.927 0.437
H 0.790 -3.267 -1.839 0.366
H -1.589 -3.184 -1.324 0.367
H 3.092 0.277 -3.742 0.413
H 4.613 0.012 -2.864 0.337
C 0.277 0.035 2.180 -1.029
C -1.646 1.642 2.507 -0.337
C -1.205 0.314 2.365 0.399
C -2.977 1.994 2.427 -0.603
C -3.919 0.981 2.282 -0.412
C -2.121 -0.587 1.833 -0.331
C -3.473 -0.266 1.880 -0.582
H -0.843 2.363 2.612 0.384
H -3.231 3.049 2.392 0.405
H 0.329 -0.527 1.263 0.074
H 0.725 -0.466 3.036 0.420
H -4.984 1.103 2.443 0.392
H -1.831 -1.601 1.600 0.565
H -4.196 -1.022 1.605 0.383
H 0.803 0.952 1.896 0.307
```

Output
multiplicity	2
charge	+1
HOMO energy (alpha / beta)	-11.63 / -11.63	eV
orbital gap (alpha / beta)	8.05 / 4.40	eV


b:
This record from the OMol25 dataset describes a 2-piece molecular cluster, C15H18O overall. The level of theory is ωB97M-V with the def2-TZVPD basis set.

```
34
Properties=species:S:1:pos:R:3:mulliken_charge:R:1
C 1.264 1.200 -3.547 -0.930
C -0.046 0.567 -3.996 -1.055
C 1.828 0.525 -2.303 0.763
C 2.047 1.284 -1.153 -0.464
C 2.251 -0.807 -2.360 -0.431
C 2.638 0.685 -0.049 -0.591
C 2.576 -1.434 -1.166 -0.371
C 2.798 -0.695 -0.006 -0.661
H 2.032 1.058 -4.313 0.336
H 1.259 2.276 -3.386 0.403
H -0.856 1.088 -3.478 0.204
H 1.743 2.324 -1.154 0.360
H 2.354 -1.260 -3.340 0.429
H 2.707 1.224 0.892 0.351
H 2.625 -2.518 -1.126 0.409
H 3.103 -1.228 0.888 0.535
H -0.068 -0.500 -3.784 0.364
H -0.294 0.687 -5.053 0.364
C -3.313 1.826 0.605 -1.373
C -1.400 0.225 0.704 -0.668
C -2.604 0.732 1.290 0.673
C -0.591 -0.646 1.355 0.170
C -1.068 -1.197 2.580 0.537
C -3.087 0.161 2.497 -0.553
C -2.330 -0.809 3.088 -0.388
O -0.347 -1.974 3.346 -0.433
H -1.145 0.539 -0.302 0.465
H 0.374 -0.932 0.971 0.193
H -2.925 2.094 -0.377 0.348
H -3.155 2.735 1.199 0.349
H -4.026 0.477 2.933 0.461
H 0.266 -2.563 2.881 0.380
H -2.773 -1.243 3.975 0.425
H -4.379 1.706 0.499 0.396
```

Output
multiplicity	2
charge	+1
HOMO energy (alpha / beta)	-11.70 / -11.70	eV
orbital gap (alpha / beta)	8.06 / 4.36	eV


The most stable of them is b.


a:
This record from the OMol25 dataset describes one molecule with the formula C15H20N2O3S. The level of theory is ωB97M-V with the def2-TZVPD basis set.

```
41
Properties=species:S:1:pos:R:3:mulliken_charge:R:1
N -0.659 -2.749 0.493 -0.518
C 0.657 -2.360 -0.105 0.202
O 1.404 -3.051 -0.670 -0.508
C 0.826 -0.937 0.001 0.039
C -0.172 -0.111 -0.247 -0.349
N -1.585 -0.205 -0.359 -0.096
C -2.491 0.782 -0.369 0.140
O -2.118 2.089 -0.464 -0.704
C -3.859 0.477 -1.041 -0.234
C -4.854 1.289 -0.313 -0.777
C -5.805 0.448 0.449 -0.314
C -4.714 -0.737 0.733 -0.828
O -4.006 -1.048 -0.483 -0.490
S 0.308 1.757 0.252 -0.178
C 2.016 1.135 0.412 0.480
C 1.997 -0.287 0.444 0.211
C 3.316 -0.962 0.182 -0.237
C 4.384 -0.938 -0.623 -0.935
C 5.145 0.715 -0.356 -1.052
C 4.177 1.777 -0.354 -0.207
C 3.136 1.913 0.480 -0.608
H -1.262 -2.091 1.238 0.256
H -0.794 -3.822 0.576 0.238
H -1.905 -1.063 -0.696 0.478
H -3.875 0.513 -1.924 1.076
H -4.474 2.305 0.321 0.254
H -5.404 1.931 -1.119 0.343
H -6.573 -0.153 -0.094 0.276
H -6.027 0.713 1.594 0.289
H -4.040 -0.658 1.393 0.534
H -5.297 -1.818 0.972 0.271
H 3.162 -2.166 0.299 0.243
H 3.714 -0.933 1.442 0.179
H 3.925 -0.689 -1.773 0.198
H 5.112 -1.536 -0.394 0.495
H 5.486 0.445 0.692 0.335
H 5.993 0.837 -0.977 0.427
H 3.826 1.794 -1.381 0.287
H 4.925 2.793 -0.439 0.224
H 2.824 3.004 0.646 0.343
H 3.584 1.595 1.564 0.213
```

Output
HOMO energy	-7.96	eV
orbital gap	7.94	eV


b:
This record from the OMol25 dataset describes one molecule with the formula C15H20N2O3S. The level of theory is ωB97M-V with the def2-TZVPD basis set.

```
41
Properties=species:S:1:pos:R:3:mulliken_charge:R:1
C -0.229 -3.438 -0.702 -1.648
C -1.307 -2.371 -0.573 -0.374
C -0.962 -1.178 0.259 -0.002
C 0.139 -0.802 0.963 0.066
C 1.511 -1.338 1.048 0.228
C 2.266 -1.002 2.318 -1.720
S 2.461 -0.611 -0.394 1.421
O 2.067 -1.328 -1.580 -0.734
O 3.862 -0.588 -0.065 -0.725
C 1.849 1.074 -0.525 -0.062
C 2.421 2.065 0.249 -0.325
C 1.880 3.340 0.217 -0.624
C 0.781 3.604 -0.584 -0.516
C 0.231 2.606 -1.373 -0.599
C 0.766 1.330 -1.343 -0.226
N -0.170 0.418 1.568 0.230
C -1.438 0.812 1.246 0.163
O -2.012 1.822 1.594 -0.715
N -1.929 -0.195 0.450 0.164
C -3.242 -0.110 -0.139 -0.794
C -3.208 0.571 -1.505 -0.878
H 0.667 -3.021 -1.153 0.291
H -0.594 -4.237 -1.344 0.478
H 0.009 -3.870 0.267 0.347
H -2.208 -2.829 -0.148 0.417
H -1.568 -2.021 -1.577 0.270
H 1.539 -2.406 0.852 0.517
H 2.358 0.073 2.453 0.301
H 3.270 -1.412 2.251 0.453
H 1.764 -1.425 3.187 0.414
H 3.288 1.830 0.847 0.501
H 2.313 4.125 0.818 0.417
H 0.353 4.595 -0.598 0.396
H -0.615 2.824 -2.008 0.470
H 0.371 0.528 -1.946 0.506
H 0.443 0.958 2.151 0.286
H -3.673 -1.110 -0.214 0.313
H -3.846 0.490 0.547 0.447
H -4.212 0.620 -1.918 0.423
H -2.825 1.582 -1.394 0.177
H -2.571 0.028 -2.199 0.246
```

Output
HOMO energy	-7.83	eV
orbital gap	8.41	eV


The most stable of them is b.


a:
This record from the OMol25 dataset describes C24H68O10 as an isolated structure. The level of theory is ωB97M-V with the def2-TZVPD basis set.

```
102
Properties=species:S:1:pos:R:3:mulliken_charge:R:1
C -18.732 -14.237 -13.450 -0.752
C -17.418 -14.993 -13.206 0.574
C -16.586 -14.326 -12.130 -1.459
O -17.847 -16.270 -12.717 -0.511
H -19.468 -14.520 -12.696 -0.436
H -19.195 -14.524 -14.399 0.431
H -18.622 -13.152 -13.481 0.375
H -16.855 -15.105 -14.136 0.313
H -15.712 -14.915 -11.842 0.433
H -17.220 -14.131 -11.270 0.168
H -16.122 -13.395 -12.467 0.336
H -17.156 -16.663 -12.169 0.241
C -23.088 -9.423 -11.090 -1.366
C -21.613 -9.498 -10.805 0.683
C -21.024 -8.148 -10.406 -1.351
O -21.313 -10.444 -9.773 -0.203
H -23.434 -10.421 -11.364 0.204
H -23.280 -8.717 -11.897 0.436
H -23.637 -9.113 -10.197 0.382
H -21.051 -9.824 -11.686 0.221
H -21.528 -7.849 -9.477 0.276
H -21.140 -7.344 -11.133 0.406
H -19.975 -8.168 -10.105 0.249
H -22.000 -10.362 -9.099 0.152
C -22.884 -14.909 -14.231 -1.605
C -22.568 -14.401 -12.820 1.846
C -23.523 -13.354 -12.236 -1.084
O -22.588 -15.496 -11.907 -0.494
H -22.427 -15.878 -14.430 0.426
H -22.656 -14.183 -15.013 0.359
H -23.963 -15.086 -14.310 0.385
H -21.554 -13.978 -12.801 -0.655
H -24.528 -13.771 -12.173 0.420
H -23.615 -12.529 -12.947 0.347
H -23.079 -13.043 -11.294 -0.055
H -22.021 -16.180 -12.294 0.231
C -19.313 -19.391 -12.226 -1.369
C -20.388 -18.458 -11.680 0.158
C -20.052 -17.838 -10.330 -0.624
O -20.453 -17.318 -12.593 -0.466
H -18.326 -18.944 -12.101 0.206
H -19.452 -19.623 -13.280 0.357
H -19.304 -20.340 -11.682 0.419
H -21.388 -18.890 -11.672 0.471
H -20.718 -17.026 -10.050 0.102
H -19.015 -17.491 -10.350 0.033
H -20.101 -18.595 -9.537 0.455
H -19.549 -16.950 -12.628 0.286
C -22.832 -13.700 -8.000 -0.295
C -23.949 -13.454 -6.999 0.390
C -23.548 -13.874 -5.579 -1.314
O -24.329 -12.080 -7.036 -0.553
H -23.197 -13.830 -9.020 0.100
H -22.338 -14.625 -7.708 0.022
H -22.101 -12.890 -8.058 0.002
H -24.822 -14.031 -7.328 0.261
H -22.930 -14.769 -5.642 0.282
H -24.425 -14.143 -4.986 0.429
H -23.001 -13.070 -5.088 0.320
H -25.075 -11.931 -6.450 0.311
C -16.948 -10.220 -7.733 -0.989
C -15.945 -10.992 -6.892 0.449
C -16.348 -11.094 -5.424 -1.176
O -15.698 -12.288 -7.415 -0.612
H -17.058 -9.213 -7.322 0.489
H -17.948 -10.650 -7.819 0.008
H -16.556 -10.143 -8.750 0.308
H -14.994 -10.457 -6.966 0.384
H -16.761 -10.145 -5.077 0.367
H -15.466 -11.332 -4.825 0.343
H -17.043 -11.914 -5.241 0.090
H -16.557 -12.757 -7.454 0.454
C -19.594 -15.651 -7.563 -0.738
C -18.980 -14.542 -6.742 0.389
C -18.258 -15.074 -5.513 -1.455
O -18.023 -13.821 -7.543 -0.047
H -20.492 -16.017 -7.053 0.662
H -18.885 -16.474 -7.669 0.490
H -19.965 -15.364 -8.547 -0.561
H -19.728 -13.776 -6.508 0.378
H -17.457 -15.719 -5.887 0.356
H -18.933 -15.699 -4.928 0.405
H -17.764 -14.331 -4.892 0.305
H -18.551 -13.391 -8.248 -0.126
C -19.895 -13.321 -10.653 -0.331
O -19.317 -12.549 -9.603 1.025
H -20.352 -12.727 -11.443 0.590
H -19.080 -13.875 -11.128 -0.622
H -20.565 -14.071 -10.229 -0.145
H -19.786 -11.703 -9.579 -0.374
C -17.605 -10.980 -10.781 -0.268
O -16.895 -10.771 -12.014 -0.557
H -17.882 -10.058 -10.273 0.407
H -18.520 -11.523 -11.037 -0.114
H -17.031 -11.639 -10.131 0.002
H -16.814 -9.818 -12.104 0.312
C -17.188 -14.779 -8.745 0.481
O -16.126 -15.618 -9.184 -0.649
H -18.085 -15.102 -9.278 -0.241
H -17.397 -14.914 -7.684 0.134
H -17.050 -13.731 -9.013 -0.077
H -15.283 -15.324 -8.829 0.354
```

Output
HOMO energy	-6.95	eV
orbital gap	7.45	eV


b:
This record from the OMol25 dataset describes a 10-piece molecular cluster, C24H68O10 overall. The level of theory is ωB97M-V with the def2-TZVPD basis set.

```
102
Properties=species:S:1:pos:R:3:mulliken_charge:R:1
C -1.297 2.201 -4.434 -1.228
C -1.891 3.101 -3.351 0.444
C -2.776 2.349 -2.388 -1.144
O -0.787 3.609 -2.530 -0.432
H -0.721 1.390 -3.987 0.175
H -0.752 2.845 -5.121 0.361
H -2.087 1.651 -4.951 0.435
H -2.503 3.928 -3.718 0.463
H -3.209 2.950 -1.585 0.452
H -2.231 1.540 -1.892 -0.091
H -3.667 1.933 -2.867 0.434
H -0.386 4.331 -3.035 0.246
C -3.475 -2.792 -1.410 -0.904
C -3.709 -1.772 -2.529 0.527
C -2.441 -1.216 -3.130 -0.496
O -4.403 -2.448 -3.606 -0.601
H -2.979 -3.691 -1.764 0.347
H -4.412 -2.966 -0.879 0.527
H -2.847 -2.305 -0.653 -0.269
H -4.394 -0.983 -2.198 0.119
H -2.674 -0.358 -3.757 0.123
H -1.864 -1.980 -3.648 0.479
H -1.811 -0.853 -2.311 -0.220
H -5.092 -3.003 -3.230 0.326
C 0.954 -4.843 -3.809 -1.612
C 1.357 -4.219 -2.481 0.683
C 0.866 -2.789 -2.263 -0.661
O 0.851 -5.083 -1.465 -0.593
H 1.501 -5.777 -3.950 0.396
H 1.255 -4.213 -4.649 0.399
H -0.111 -5.066 -3.857 0.335
H 2.453 -4.228 -2.468 0.122
H 1.007 -2.254 -3.211 0.429
H 1.458 -2.265 -1.508 0.291
H -0.178 -2.608 -2.004 -0.141
H 0.850 -4.590 -0.632 0.338
C 3.877 2.026 4.143 -1.414
C 2.444 2.063 3.644 0.459
C 2.094 0.914 2.717 -0.784
O 1.496 2.147 4.711 -0.575
H 3.975 1.259 4.924 0.326
H 4.292 2.944 4.554 0.355
H 4.545 1.675 3.352 0.330
H 2.293 3.011 3.111 0.142
H 2.866 0.832 1.946 0.276
H 1.145 1.077 2.208 -0.053
H 2.006 0.002 3.312 0.513
H 1.697 1.430 5.328 0.382
C -1.423 6.568 1.332 -1.640
C -0.956 5.447 0.410 0.765
C -0.624 4.191 1.198 -0.752
O -2.045 5.152 -0.478 -0.660
H -1.594 7.485 0.765 0.412
H -0.683 6.775 2.103 0.385
H -2.383 6.300 1.776 0.368
H -0.094 5.807 -0.162 0.112
H 0.044 4.424 2.044 0.343
H 0.001 3.488 0.638 -0.128
H -1.458 3.701 1.691 0.312
H -1.696 4.494 -1.106 0.314
C 2.625 1.854 -3.177 -1.386
C 2.251 1.673 -1.724 0.687
C 2.533 2.911 -0.870 -1.074
O 0.825 1.414 -1.672 -0.103
H 3.677 2.142 -3.290 0.454
H 2.009 2.596 -3.682 0.222
H 2.598 0.908 -3.722 0.306
H 2.700 0.821 -1.210 0.446
H 2.360 2.744 0.193 0.008
H 1.901 3.749 -1.177 0.101
H 3.568 3.239 -1.009 0.473
H 0.371 2.130 -2.152 -0.299
C 3.206 -2.612 1.724 -0.889
C 2.535 -3.973 1.937 0.638
C 2.302 -4.385 3.371 -1.537
O 1.291 -3.904 1.213 -0.313
H 3.666 -2.514 0.738 0.293
H 4.021 -2.502 2.451 0.433
H 2.569 -1.730 1.803 -0.190
H 3.167 -4.691 1.414 0.376
H 2.022 -3.526 3.985 0.272
H 3.252 -4.769 3.753 0.441
H 1.552 -5.168 3.452 0.344
H 0.752 -3.195 1.599 0.005
C -1.583 -1.759 4.409 -1.505
C -1.152 -2.591 3.199 0.747
C -2.346 -3.023 2.363 -1.391
O -0.285 -1.834 2.325 0.085
H -2.086 -2.438 5.099 0.448
H -2.189 -0.919 4.078 0.287
H -0.696 -1.399 4.934 0.335
H -0.589 -3.473 3.513 0.243
H -2.928 -2.186 1.972 0.243
H -3.022 -3.707 2.893 0.479
H -2.071 -3.615 1.484 0.260
H -0.725 -0.980 2.191 -0.210
O -2.306 0.833 2.013 -0.628
H -1.708 0.711 1.243 -0.010
H -3.179 0.980 1.634 0.295
O -0.414 -0.078 0.251 1.064
H 0.087 0.503 -0.378 -0.100
H -0.242 -0.976 -0.058 -0.196
```

Output
HOMO energy	-9.60	eV
orbital gap	9.87	eV


The most stable of them is b.


a:
This record from the OMol25 dataset describes a 2-piece molecular cluster, C4H11NO4 overall. The level of theory is ωB97M-V with the def2-TZVPD basis set.

```
20
Properties=species:S:1:pos:R:3:mulliken_charge:R:1
O 1.864 -1.458 0.537 -0.451
C 1.773 -1.753 1.678 0.650
O 2.306 -2.618 2.479 -0.523
O 0.885 -1.103 2.685 -0.332
O -0.420 -0.790 2.203 -0.388
H 1.654 -2.240 3.308 0.522
H -0.242 -0.072 1.487 0.527
C -1.156 -0.544 -1.152 -1.259
C -0.907 0.921 -0.804 0.388
C -0.484 1.724 -2.037 -1.380
N 0.093 0.986 0.278 -0.594
H -1.506 -1.092 -0.279 0.334
H -0.234 -1.013 -1.500 0.289
H -1.904 -0.625 -1.940 0.418
H -1.829 1.352 -0.399 0.228
H -0.300 2.768 -1.781 0.367
H 0.430 1.309 -2.463 0.321
H -1.259 1.694 -2.802 0.387
H 0.260 1.948 0.556 0.228
H 0.977 0.605 -0.053 0.269
```

Output
HOMO energy	-10.00	eV
orbital gap	10.78	eV


b:
This record from the OMol25 dataset describes a 3-piece molecular cluster, C4H11NO4 overall. The level of theory is ωB97M-V with the def2-TZVPD basis set.

```
20
Properties=species:S:1:pos:R:3:mulliken_charge:R:1
C -1.295 0.289 -0.622 0.222
C 0.313 0.597 1.096 -0.477
C 0.768 0.354 -0.218 0.618
C 1.222 -0.975 -0.755 -1.300
N 0.026 -0.340 2.007 -0.206
O -2.000 1.360 -0.098 -0.521
O -1.356 0.275 -2.029 -0.551
O -1.863 -0.911 -0.198 -0.510
O 2.442 0.911 0.829 -0.822
H -2.926 1.276 -0.390 0.368
H -0.863 1.038 -2.356 0.348
H -1.826 -1.523 -0.945 0.329
H 2.821 0.181 1.339 0.222
H 0.055 1.612 1.358 0.380
H 0.961 1.229 -0.819 0.458
H -0.647 -0.120 2.724 0.276
H 0.109 -1.314 1.765 0.196
H 2.256 -0.876 -1.079 0.344
H 1.193 -1.769 -0.006 0.289
H 0.610 -1.292 -1.602 0.337
```

Output
HOMO energy (alpha / beta)	-7.24 / -7.24	eV
orbital gap (alpha / beta)	7.65 / 7.65	eV


The most stable of them is a.